(A)
Formula: C4H10O
Source: the OMol25 dataset
Level of theory: the ωB97M-V functional and the def2-TZVPD basis

Last column: natural (NBO) charge in e.
Positions of all 15 atoms, in Å:
C: 0.51316 1.40134 -0.13250  -0.614
C: -0.01135 0.02583 0.23353  0.231
C: 1.03385 -1.01976 -0.13535  -0.630
C: -1.36286 -0.24443 -0.41564  -0.630
H: 1.44351 1.58728 0.41015  0.218
H: -0.21493 2.14594 0.18286  0.216
H: 0.63250 1.51014 -1.21939  0.207
H: 1.24460 -0.96856 -1.21364  0.211
H: 0.74633 -2.04965 0.08239  0.204
H: 1.95221 -0.85108 0.40390  0.217
H: -2.07369 0.52689 -0.10600  0.218
H: -1.80108 -1.20847 -0.12863  0.205
H: -1.32446 -0.18201 -1.53116  0.210
H: -0.56607 -0.76396 1.92788  0.462
O: -0.21171 0.09050 1.64162  -0.724

structure (SMILES)	CC(C)(C)O
orbital gap	11.1970	eV

---

(B)
Formula: C4H10O
Source: the OMol25 dataset
Level of theory: the ωB97M-V functional and the def2-TZVPD basis

Last column: natural (NBO) charge in e.
Positions of all 15 atoms, in Å:
C: -2.21471 0.40012 0.61724  -0.607
C: -1.14940 -0.38452 -0.14455  -0.414
C: 0.25362 0.13314 0.13861  -0.053
O: 1.19362 -0.78341 -0.36890  -0.538
C: 2.50636 -0.31465 -0.20604  -0.247
H: -2.18088 1.47076 0.37918  0.202
H: -3.21885 0.03555 0.37874  0.214
H: -2.07196 0.29077 1.69862  0.202
H: -1.34053 -0.34962 -1.22506  0.203
H: -1.18354 -1.44062 0.15170  0.208
H: 0.40643 0.25647 1.22852  0.155
H: 0.41116 1.12764 -0.31854  0.157
H: 2.71893 0.53094 -0.88290  0.164
H: 2.68383 0.01672 0.83199  0.162
H: 3.17992 -1.14433 -0.43867  0.193

structure (SMILES)	CCCOC
orbital gap	10.9864	eV

---

(C)
Formula: C4H10O
Source: the OMol25 dataset
Level of theory: the ωB97M-V functional and the def2-TZVPD basis

Last column: natural (NBO) charge in e.
Positions of all 15 atoms, in Å:
C: -5.19715 0.64331 0.58466  -0.266
O: -4.11198 -0.02467 -0.07308  -0.739
H: -6.11891 0.71179 -0.06060  0.152
H: -5.64359 0.08887 1.41874  0.181
H: -4.70791 1.61980 0.56460  0.205
H: -4.03602 -0.96158 0.10347  0.467
C: 3.58729 0.21165 -1.27187  -0.653
C: 3.36508 0.01192 0.18787  -0.164
C: 2.92456 -1.10312 0.76065  -0.410
H: 3.16615 -0.50245 -1.98087  0.216
H: 3.00957 1.12662 -1.49311  0.214
H: 4.63220 0.46500 -1.50322  0.220
H: 3.64263 0.86877 0.76571  0.191
H: 2.88719 -1.20369 1.83447  0.197
H: 2.60087 -1.95222 0.16259  0.190

structure (SMILES)	C=CC.CO
orbital gap	10.4878	eV

---

(D)
Formula: C4H10O
Source: the OMol25 dataset
Level of theory: the ωB97M-V functional and the def2-TZVPD basis

Last column: natural (NBO) charge in e.
Positions of all 15 atoms, in Å:
C: -1.04519 0.14203 1.59389  -0.603
C: -0.13740 0.69731 0.49267  -0.426
C: 0.15797 -0.39284 -0.54799  0.104
C: 0.86873 0.14295 -1.77743  -0.618
O: 0.96475 -1.41533 0.01609  -0.720
H: -0.81886 -0.92055 1.78086  0.177
H: -2.09803 0.19451 1.29709  0.210
H: -0.92865 0.64466 2.55685  0.217
H: -0.61119 1.55114 -0.00873  0.205
H: 0.81495 1.05538 0.90673  0.207
H: -0.80949 -0.82473 -0.86235  0.147
H: 0.25566 0.92043 -2.24624  0.208
H: 1.83900 0.57401 -1.50854  0.211
H: 1.03651 -0.65217 -2.51017  0.219
H: 0.51123 -1.71679 0.81729  0.462

structure (SMILES)	CC[C@@H](C)O
orbital gap	11.2088	eV

---

Winner for stability: (A)

---

(A)
Formula: C4H10O
Source: the OMol25 dataset
Level of theory: the ωB97M-V functional and the def2-TZVPD basis

Last column: natural (NBO) charge in e.
Positions of all 15 atoms, in Å:
C: 2.47870 -0.43706 -4.64973  -0.380
C: 2.67880 -0.56454 -5.96009  -0.392
H: 2.71191 0.47493 -4.12592  0.198
H: 2.05728 -1.26079 -4.08333  0.187
H: 3.46545 0.10040 -6.32387  0.180
H: 2.12296 -1.02349 -6.75779  0.207
C: -1.27338 0.36665 4.05436  -0.060
O: -0.96186 1.69187 3.81721  -0.707
C: -2.19279 -0.24924 3.03575  -0.648
H: -1.60207 0.21959 5.08860  0.152
H: -0.33567 -0.19558 4.04529  0.164
H: -1.73268 2.13467 3.45137  0.462
H: -1.97080 0.13824 2.04745  0.214
H: -3.23827 -0.05577 3.29458  0.201
H: -2.20756 -1.33989 3.06613  0.221

structure (SMILES)	C=C.CCO
orbital gap	10.6298	eV

---

(B)
Formula: C4H10O
Source: the OMol25 dataset
Level of theory: the ωB97M-V functional and the def2-TZVPD basis

Last column: natural (NBO) charge in e.
Positions of all 15 atoms, in Å:
C: -1.96552 -0.16324 -0.27907  -0.667
C: -0.65687 0.54567 -0.33686  -0.228
C: 0.26929 0.46583 0.66107  -0.142
C: 1.74093 0.69352 0.62522  -0.658
H: -2.75464 0.10881 -0.98725  0.226
H: -1.70288 -1.21209 -0.48370  0.253
H: -2.40668 -0.14516 0.71517  0.221
H: -0.60822 1.48523 -0.89893  0.238
H: -0.16165 0.35918 1.66578  0.213
H: 2.18744 0.61302 -0.36372  0.237
H: 2.00505 1.69420 0.99147  0.225
H: 2.20654 -0.01397 1.33184  0.244
H: 0.27099 -0.71899 -0.36643  0.445
H: 0.81085 -1.94060 -1.60945  0.458
O: 0.76537 -1.77140 -0.66514  -1.066

structure (SMILES)	C/C=C/C.O
orbital gap	9.2529	eV

---

Winner for stability: (A)

---

(A)
Formula: C4H10O
Source: the OMol25 dataset
Level of theory: the ωB97M-V functional and the def2-TZVPD basis

Last column: natural (NBO) charge in e.
Positions of all 15 atoms, in Å:
C: -0.20024 -0.80357 1.47836  -0.638
C: 0.87509 -0.61922 0.36722  -0.238
C: 0.39623 -0.63064 -1.10381  -0.420
C: -0.93401 0.07120 -1.38644  -0.625
O: 0.22318 2.01696 0.64436  -0.271
H: 0.28768 -0.66680 2.44657  0.217
H: -0.77938 0.11265 1.45358  0.236
H: -0.76211 -1.73080 1.41223  0.216
H: 1.72607 -1.26705 0.52852  0.222
H: 1.01347 0.52152 0.51402  0.212
H: 0.54052 -1.59987 -1.58133  0.217
H: -0.81578 0.85305 -2.13480  0.217
H: -1.32055 0.58321 -0.51383  0.232
H: -1.65062 -0.65611 -1.76710  0.208
H: 1.16726 0.00790 -1.55043  0.215

orbital gap	7.9072	eV

---

(B)
Formula: C4H10O
Source: the OMol25 dataset
Level of theory: the ωB97M-V functional and the def2-TZVPD basis

Last column: natural (NBO) charge in e.
Positions of all 15 atoms, in Å:
C: 1.32232 0.56807 2.33895  -0.392
C: 2.21095 -0.40837 2.41343  -0.393
H: 1.57494 1.65668 2.57445  0.206
H: 0.32426 0.36106 2.09909  0.186
H: 3.30403 -0.15605 2.46516  0.187
H: 2.17727 -1.54515 2.30304  0.206
C: -1.51615 -0.17496 -1.02138  -0.056
O: -1.80010 -1.35241 -1.64619  -0.728
C: -0.85194 0.71161 -2.07819  -0.636
H: -2.40331 0.36651 -0.88790  0.157
H: -1.05679 -0.26935 0.02599  0.158
H: -1.34651 -2.19164 -1.23781  0.482
H: -1.51825 0.66462 -2.97631  0.213
H: -0.43052 1.62489 -1.89434  0.211
H: 0.00980 0.14451 -2.47797  0.198

structure (SMILES)	C=C.CCO
orbital gap	10.8881	eV

---

(C)
Formula: C4H10O
Source: the OMol25 dataset
Level of theory: the ωB97M-V functional and the def2-TZVPD basis

Last column: natural (NBO) charge in e.
Positions of all 15 atoms, in Å:
C: -1.94901 -0.19054 -0.41955  -0.597
C: -0.82363 0.72856 0.05707  -0.400
C: 0.28826 -0.03044 0.75685  -0.581
C: 1.64633 0.31201 0.54869  -0.073
O: 1.99980 -1.12449 -0.55285  -0.889
H: -1.56888 -0.91716 -1.14745  0.199
H: -2.36928 -0.75789 0.41896  0.203
H: -2.76664 0.36815 -0.88880  0.204
H: -0.40861 1.26910 -0.80696  0.188
H: -1.24432 1.49941 0.71889  0.195
H: 0.86347 -1.05573 -0.09369  0.450
H: 0.04146 -0.46099 1.72798  0.221
H: 1.92022 1.11987 -0.12897  0.195
H: 2.40251 0.07475 1.29136  0.215
H: 1.96832 -0.83461 -1.48154  0.469

orbital gap	9.2344	eV

---

Winner for stability: (B)

---

(A)
Formula: C4H10O
Source: the OMol25 dataset
Level of theory: the ωB97M-V functional and the def2-TZVPD basis

Last column: natural (NBO) charge in e.
Positions of all 15 atoms, in Å:
C: -1.13976 -1.71119 0.28406  -0.243
O: -0.95582 -0.43406 -0.26386  -0.549
C: 0.28042 0.18284 0.07719  0.099
C: 1.09788 0.37205 -1.19262  -0.623
C: -0.03320 1.49855 0.77355  -0.622
H: -2.10542 -2.07566 -0.07598  0.193
H: -1.15725 -1.69567 1.38596  0.161
H: -0.35558 -2.41464 -0.03598  0.161
H: 0.83727 -0.47256 0.76521  0.163
H: 0.55704 1.01618 -1.89425  0.211
H: 1.27432 -0.59196 -1.67995  0.212
H: 2.06717 0.83319 -0.97449  0.206
H: 0.87883 2.04006 1.04534  0.206
H: -0.62006 1.32065 1.67947  0.213
H: -0.62583 2.13221 0.10633  0.212

structure (SMILES)	COC(C)C
orbital gap	10.7739	eV

---

(B)
Formula: C4H10O
Source: the OMol25 dataset
Level of theory: the ωB97M-V functional and the def2-TZVPD basis

Last column: natural (NBO) charge in e.
Positions of all 15 atoms, in Å:
C: 0.25183 0.22374 -1.92549  -0.621
C: 0.63471 -0.11136 -0.47338  -0.227
C: -0.47482 -0.67174 0.41467  -0.430
C: -0.18336 -0.40239 1.90983  -0.606
O: -0.58288 2.05628 0.33696  -0.305
H: -0.72042 0.73041 -1.97562  0.227
H: 0.99514 0.90756 -2.32914  0.216
H: 0.21559 -0.63318 -2.60387  0.216
H: 0.64567 1.00976 -0.09223  0.225
H: 1.64030 -0.52564 -0.47248  0.221
H: -0.71563 -1.70888 0.19359  0.212
H: -1.10614 -0.54324 2.47861  0.211
H: 0.04759 0.64804 1.99905  0.228
H: 0.60266 -1.01282 2.33024  0.198
H: -1.25024 0.03344 0.20924  0.237

orbital gap	7.9398	eV

---

(C)
Formula: C4H10O
Source: the OMol25 dataset
Level of theory: the ωB97M-V functional and the def2-TZVPD basis

Last column: natural (NBO) charge in e.
Positions of all 15 atoms, in Å:
C: 2.10966 -1.26894 0.52882  -0.610
C: 0.82131 -1.29294 1.34905  -0.605
H: 2.82962 -0.71700 1.14972  0.206
H: 2.56059 -2.31381 0.51647  0.200
H: 1.88579 -0.86381 -0.46553  0.208
H: 0.95279 -1.49207 2.40597  0.207
H: 0.17745 -2.08243 0.95035  0.201
H: 0.42896 -0.20740 1.21389  0.193
C: -0.94389 1.89420 -1.07436  -0.531
C: -2.26895 1.64833 -1.22561  0.141
O: -2.76472 0.34393 -1.09569  -0.675
H: -0.60807 2.91413 -1.11279  0.214
H: -0.28787 1.09509 -0.74942  0.183
H: -2.86366 2.42530 -1.75280  0.194
H: -2.02901 -0.08258 -0.63807  0.473

structure (SMILES)	C=CO.CC
orbital gap	10.1333	eV

---

Winner for stability: (A)

---

(A)
Formula: C4H10O
Source: the OMol25 dataset
Level of theory: the ωB97M-V functional and the def2-TZVPD basis

Last column: natural (NBO) charge in e.
Positions of all 15 atoms, in Å:
C: 0.05693 1.48937 0.22347  -0.652
C: 0.04437 0.23436 -0.60865  0.040
C: 1.38061 -0.43207 -0.80862  -0.654
C: -1.08627 -0.27844 -1.10056  -0.453
O: -0.63752 -1.51247 1.87560  -0.951
H: 0.53314 1.28927 1.19090  0.226
H: -0.95310 1.87094 0.40527  0.214
H: 0.63511 2.28021 -0.27051  0.220
H: -0.68666 -1.30028 0.93193  0.480
H: 2.06340 0.21960 -1.36793  0.220
H: 1.84576 -0.63821 0.16331  0.227
H: 1.28901 -1.37705 -1.35295  0.218
H: -1.08303 -1.19204 -1.69088  0.202
H: -2.04639 0.20783 -0.93889  0.200
H: -1.35772 -0.99685 2.25662  0.464

structure (SMILES)	C=C(C)C.O
orbital gap	10.5882	eV

---

(B)
Formula: C4H10O
Source: the OMol25 dataset
Level of theory: the ωB97M-V functional and the def2-TZVPD basis

Last column: natural (NBO) charge in e.
Positions of all 15 atoms, in Å:
C: -0.95569 1.86837 0.11897  -0.617
C: 0.57179 1.75735 -0.04094  -0.609
H: -1.13722 1.72406 1.21584  0.208
H: -1.43298 1.15753 -0.66495  0.215
H: -1.36614 2.85959 -0.03513  0.203
H: 0.76411 1.53522 -1.05614  0.207
H: 1.21135 2.56693 0.40951  0.205
H: 0.96120 0.96651 0.65490  0.187
C: -0.28972 -2.34754 -0.90752  -0.496
C: 0.51616 -2.06409 0.04024  0.133
O: 0.11412 -1.71716 1.30408  -0.690
H: -0.01871 -2.67600 -1.88604  0.209
H: -1.36667 -2.22407 -0.81092  0.200
H: 1.55936 -2.17281 -0.15228  0.162
H: 0.86906 -1.23386 1.81038  0.484

structure (SMILES)	C=CO.CC
orbital gap	10.0536	eV

---

Winner for stability: (A)

---

(A)
Formula: C4H10O
Source: the OMol25 dataset
Level of theory: the ωB97M-V functional and the def2-TZVPD basis

Last column: natural (NBO) charge in e.
Positions of all 15 atoms, in Å:
C: 0.61344 1.58115 -0.77927  -0.641
C: -0.36589 0.41163 -0.87862  -0.174
C: -0.15828 -0.70983 -0.15914  -0.206
C: -0.93233 -1.91309 -0.59251  -0.642
H: 1.12640 1.45928 0.17410  0.199
H: 1.27766 1.41491 -1.62430  0.221
H: 0.17547 2.57618 -0.75013  0.216
H: -1.26720 0.49989 -1.46923  0.197
H: 0.58119 -0.80087 0.62203  0.189
H: -1.18951 -2.63871 0.18351  0.209
H: -1.88035 -1.67363 -1.06939  0.214
H: -0.29996 -2.52046 -1.25506  0.215
H: 1.45143 0.57234 2.13047  0.469
H: -0.02472 0.87864 2.59229  0.477
O: 0.89264 0.86258 2.87524  -0.941

structure (SMILES)	C/C=C/C.O
orbital gap	10.2716	eV

---

(B)
Formula: C4H10O
Source: the OMol25 dataset
Level of theory: the ωB97M-V functional and the def2-TZVPD basis

Last column: natural (NBO) charge in e.
Positions of all 15 atoms, in Å:
C: 2.00512 0.54034 0.43730  -0.621
C: 1.03007 -0.18809 -0.46479  -0.061
O: 0.21728 -1.01353 0.34253  -0.548
C: -1.20116 -0.91626 0.30403  -0.052
C: -1.79033 0.37557 -0.25602  -0.647
H: 2.51212 1.33880 -0.11412  0.204
H: 2.74266 -0.15588 0.83996  0.209
H: 1.45177 0.97408 1.27687  0.210
H: 0.45747 0.55837 -1.01740  0.163
H: 1.55824 -0.79423 -1.21771  0.167
H: -1.53380 -1.03874 1.34223  0.178
H: -1.60137 -1.79105 -0.23076  0.162
H: -1.74879 1.20396 0.46341  0.209
H: -2.82858 0.20757 -0.54782  0.221
H: -1.27069 0.69909 -1.15773  0.206

structure (SMILES)	CCOCC
orbital gap	10.5880	eV

---

(C)
Formula: C4H10O
Source: the OMol25 dataset
Level of theory: the ωB97M-V functional and the def2-TZVPD basis

Last column: natural (NBO) charge in e.
Positions of all 15 atoms, in Å:
C: 1.92449 -0.12860 0.22183  -0.607
C: 0.72400 -0.25980 -0.71674  -0.440
C: -0.56952 0.51017 -0.43088  0.130
C: -1.62396 -0.48312 0.37836  -0.679
O: -0.32430 1.66035 0.33166  -0.709
H: 1.56622 -0.07392 1.25207  0.211
H: 2.57913 0.73569 0.05575  0.210
H: 2.54810 -1.02765 0.12777  0.207
H: 1.01202 -0.32498 -1.77720  0.207
H: 0.17223 -1.14626 -0.44589  0.216
H: -1.04183 0.76270 -1.39506  0.157
H: -1.79639 -1.51133 -0.01718  0.214
H: -1.34836 -0.65143 1.43788  0.213
H: -2.62411 -0.03217 0.38703  0.203
H: -1.19770 1.97036 0.59059  0.465

structure (SMILES)	CC[C@@H](C)O
orbital gap	10.8199	eV

---

Winner for stability: (B)